1.
Entry from the OMol25 dataset: 7 unconnected molecules or ions with the total composition C20H28Cl4F4O15 in a non-equilibrium geometry (the ωB97M-V functional and the def2-TZVPD basis).

Structure (XYZ):
```
71
Properties=species:S:1:pos:R:3:forces:R:3
O 3.4962 -3.8206 0.4017 0.2 -0.3 -0.3
C 4.2045 -2.9144 0.1234 0.3 2.0 0.7
O 5.0927 -2.3128 0.9611 0.4 0.4 -0.3
C 5.6676 -1.1148 0.3466 -2.0 1.1 0.4
C 5.1118 -1.1544 -1.0781 0.8 -0.9 0.9
F 6.1379 -1.4622 -1.9294 -0.2 -0.6 -0.4
O 4.1246 -2.1623 -1.0169 0.1 -0.1 -0.9
H 5.2153 -0.1228 0.7796 1.0 -2.1 0.0
H 6.7568 -1.1607 0.3794 -0.3 0.1 0.1
H 4.7105 -0.2317 -1.4368 -0.6 0.4 -0.2
O -1.3062 -1.1205 1.7552 -0.4 -1.0 -0.7
C -1.1423 -0.5566 2.7679 0.4 3.5 1.1
O -1.0950 0.8606 2.8518 0.2 -2.8 -0.2
C -0.8691 1.2390 4.2050 0.4 -1.7 -0.1
C -0.6672 -0.1396 4.9719 -1.5 0.3 -0.1
F -1.6778 -0.4334 5.8965 0.9 1.2 0.1
O -0.9536 -1.0612 3.9946 0.6 -1.6 -1.6
H 0.0122 1.8507 4.1814 0.2 0.5 0.5
H -1.7878 1.6891 4.4780 -0.6 0.8 1.0
H 0.2951 -0.4067 5.4247 -0.2 0.5 0.0
O 1.0567 -0.8039 -1.9987 -0.5 -3.0 1.6
C 0.8620 -1.9339 -1.5448 -0.1 1.6 0.3
O 0.2080 -2.2273 -0.3677 1.2 2.6 -1.8
C 0.0453 -3.5955 -0.2396 0.0 -0.7 -0.4
C 0.5915 -4.1809 -1.5125 0.7 0.3 -1.8
F -0.3936 -4.5972 -2.3950 -0.2 0.5 0.6
O 1.2654 -3.0872 -2.1063 -0.3 0.8 -0.4
H 0.5163 -3.9101 0.6618 0.3 -0.5 0.6
H -0.9966 -3.7402 -0.2709 -1.4 -0.7 0.5
H 1.3185 -4.9489 -1.5966 0.5 -0.9 1.0
O 3.9024 1.5064 -6.7197 -0.7 -0.1 0.6
C 3.1220 1.1637 -5.8857 0.3 -0.2 -0.7
O 2.6547 -0.0967 -5.7267 0.8 0.1 0.1
C 2.0231 -0.2414 -4.4509 -0.4 -0.4 -0.4
C 1.9753 1.2040 -3.9562 -0.4 0.4 0.8
F 2.7904 1.2607 -2.8210 0.0 0.4 -0.3
O 2.5075 1.9954 -4.9812 0.6 -0.8 0.2
H 1.0694 -0.7215 -4.6220 -0.5 0.4 0.0
H 2.5303 -0.9606 -3.7710 0.3 1.0 -0.6
H 1.0264 1.6978 -3.6993 0.2 -0.7 0.2
C -4.6878 4.0711 1.4049 -1.3 -1.2 -0.5
C -3.3369 3.6874 1.8611 0.8 -0.3 0.0
O -3.4214 2.5863 2.7940 -0.1 -1.1 -1.5
C -3.7502 1.4136 2.1689 0.4 0.4 2.9
O -3.9667 1.1964 1.0280 0.0 0.3 -1.6
O -3.8100 0.4975 3.1537 -0.5 -0.5 0.2
C -4.5054 -0.7239 2.8325 0.1 -1.0 -0.3
H -4.5740 4.8754 0.7027 -0.3 0.5 -0.3
H -5.2675 4.3650 2.2749 -0.2 0.3 -0.1
H -5.2168 3.2020 0.9058 0.6 1.1 0.4
H -2.9091 4.4825 2.4416 0.3 0.4 0.3
H -2.6502 3.4729 1.0289 -0.2 -0.3 0.3
H -3.8785 -1.6302 3.0930 -0.6 1.3 -0.2
H -4.7039 -0.7347 1.7507 0.1 -0.1 0.4
H -5.4738 -0.7839 3.3685 0.7 0.3 -0.1
Cl -2.2272 -0.9739 -3.7336 0.4 -0.6 -0.5
C -2.9315 -0.3444 -2.2403 -1.7 0.2 -0.2
C -1.8960 0.4803 -1.5085 0.0 -0.1 0.7
Cl -1.6258 2.1502 -2.0985 -0.2 0.1 -0.6
H -3.3426 -1.1900 -1.6340 0.8 0.6 -0.3
H -3.8479 0.1640 -2.6280 0.9 0.2 0.8
H -0.9294 -0.0298 -1.6522 -0.5 0.3 0.6
H -2.1820 0.6756 -0.4595 0.2 -0.7 -0.5
Cl 2.1823 -0.2105 1.9408 0.3 -0.7 0.2
C 2.1723 0.9172 0.5473 -0.8 0.4 2.1
C 0.8159 1.5111 0.4459 -1.5 -0.2 -1.1
Cl 0.5346 2.9249 1.5412 0.3 -0.4 -0.4
H 2.4816 0.4409 -0.3332 0.3 -0.8 -1.1
H 2.8383 1.6527 0.9029 1.1 1.0 -0.3
H 0.0292 0.7376 0.6327 0.6 0.8 0.0
H 0.6792 1.8692 -0.5856 0.0 0.1 0.4
```
Positions in Å, forces in eV/Å.

Results
HOMO energy = -10.7 eV
SMILES = O=C1OC[C@@H](F)O1.O=C1OC[C@@H](F)O1.O=C1OC[C@@H](F)O1.O=C1OC[C@@H](F)O1.CCOC(=O)OC.ClCCCl.ClCCCl
2S+1 = 1



2.
Entry from the OMol25 dataset: 3 unconnected molecules or ions with the total composition C2H8N3O in a non-equilibrium geometry (the ωB97M-V functional and the def2-TZVPD basis).

Structure (XYZ):
```
14
Properties=species:S:1:pos:R:3:forces:R:3
C 0.6328 -1.1441 0.8803 0.8 -0.1 0.5
C 3.0587 1.2396 -1.6789 0.2 -1.7 1.1
N 1.2797 -1.8254 1.5210 3.0 -2.8 2.0
N -0.0457 -0.3046 0.3189 -1.3 3.1 -2.7
N -2.5453 0.1132 0.7084 2.5 -2.2 -4.2
O 2.0624 0.7510 -1.1964 0.3 0.1 0.5
H 2.9454 1.7769 -2.5684 0.2 1.4 -1.5
H 4.0872 1.0126 -1.2886 -0.7 0.3 -0.1
H -1.1534 -0.1565 0.5276 0.1 0.2 0.5
H 0.4914 0.4070 -0.2492 -0.6 -1.0 0.5
H -3.0234 0.1324 1.5219 -2.1 0.2 2.9
H -2.7764 -0.6644 0.0689 -0.6 0.1 1.1
H -2.6467 0.8738 0.0973 -0.6 1.9 -0.3
H 2.0505 -2.4171 1.8666 -1.3 0.6 -0.5
```
Positions in Å, forces in eV/Å.

Results
Relative energy (zero: lowest compared OMol25 entry of this formula, charge and spin) = 315.6 kJ/mol
Total charge = +1
HOMO energy = -14.1 eV
2S+1 = 1



3.
Entry from the OMol25 dataset: 8 unconnected molecules or ions with the total composition H16O8 in a non-equilibrium geometry (the ωB97M-V functional and the def2-TZVPD basis).

Structure (XYZ):
```
24
Properties=species:S:1:pos:R:3:forces:R:3
O 1.0376 -0.4279 -0.9776 3.0 0.5 -1.4
H 0.7207 -0.2705 -0.1190 -1.2 -0.1 1.9
H 1.7467 0.2651 -0.9424 -0.5 -1.1 -0.8
O -3.9384 0.6308 -0.9393 -2.0 2.5 -0.4
H -3.3119 0.3634 -0.2819 0.5 0.3 0.8
H -4.3397 1.5432 -0.6723 1.4 -2.7 -0.5
O -1.1722 -1.4278 1.5445 -3.7 2.5 -1.1
H -1.2044 -1.6544 0.6211 0.7 -0.4 -0.3
H -0.5005 -1.8345 1.9763 3.3 -2.1 1.6
O 5.3610 -0.0469 -1.4317 1.1 -1.3 -2.2
H 6.2590 -0.2585 -1.8160 -1.6 0.5 0.8
H 5.5058 0.4470 -0.6544 0.5 0.8 1.4
O -1.0266 0.6859 -0.4623 -1.0 2.0 1.2
H -0.9721 1.2178 -1.2601 0.1 -0.6 -0.4
H -1.2345 -0.1904 -0.7261 -0.1 -1.0 -0.9
O 2.3796 0.1698 2.5340 -0.9 -1.7 2.0
H 1.5276 0.5856 2.5696 -0.6 0.4 0.0
H 2.8534 0.5974 1.8787 1.4 1.3 -2.0
O -1.5842 -3.2559 -0.4857 -0.7 -0.2 -1.9
H -2.3804 -3.4324 -1.0291 0.9 0.1 -0.2
H -2.0142 -3.1523 0.3369 -0.5 -0.1 2.0
O -1.0230 3.5732 0.1995 2.8 -0.4 -2.1
H -1.1589 2.8567 -0.4469 -0.4 0.7 1.1
H -1.7665 3.7077 0.7139 -2.5 0.0 1.3
```
Positions in Å, forces in eV/Å.

Results
Relative energy (zero: lowest compared OMol25 entry of this formula, charge and spin) = 378.3 kJ/mol
HOMO energy = -10.5 eV
SMILES = O.O.O.O.O.O.O.O
2S+1 = 1



4.
Entry from the OMol25 dataset: a molecular structure, C25H44GeMnN4OSi in a non-equilibrium geometry (the ωB97M-V functional and the def2-TZVPD basis).

Structure (XYZ):
```
77
Properties=species:S:1:pos:R:3:forces:R:3
Mn -0.1424 0.1597 -0.3679 0.4 0.1 -0.3
C 3.4804 -0.8210 0.9938 -1.5 0.7 -0.6
C 2.6751 0.2473 1.7283 0.3 0.3 -1.1
C 3.1426 0.9135 2.8415 1.6 -1.1 -0.4
C 2.3115 1.8374 3.4132 -0.2 1.9 0.8
C 1.0851 2.1795 2.8719 -0.4 -1.5 -1.2
C 0.6357 1.5142 1.6807 1.9 0.0 0.9
N 1.5121 0.5919 1.1730 -1.5 -0.5 -1.1
N -0.4980 1.6774 0.9427 0.2 -0.3 0.0
Si -1.7389 2.7488 1.5568 0.1 0.8 0.3
C -2.2943 2.0473 3.2286 -0.4 0.0 -0.6
C -1.1303 4.5310 1.8552 -0.3 -0.2 -1.4
C -3.1631 2.9680 0.3725 0.3 -1.3 -0.9
H 3.7579 -1.5267 1.7363 0.8 -0.8 0.4
H 4.3129 -0.4261 0.4073 0.1 0.0 0.4
H 2.8059 -1.3120 0.2681 0.3 0.1 0.4
H 4.1992 0.7222 3.1522 -1.2 0.2 0.1
H 2.6914 2.4366 4.2587 -0.4 -0.5 -0.3
H 0.3978 2.8365 3.3166 -0.3 1.0 0.8
H -2.9753 1.1995 3.0232 0.1 0.4 0.3
H -2.8165 2.8222 3.8398 0.5 -0.8 -0.3
H -1.4010 1.6231 3.7066 -0.4 0.4 0.3
H -0.0860 4.6896 2.0518 0.6 -0.2 0.0
H -1.6449 4.9414 2.7039 -0.5 0.3 0.4
H -1.3802 5.1397 0.9450 0.2 -0.4 0.8
H -3.5803 2.0060 -0.0264 0.0 0.9 0.6
H -2.9338 3.5889 -0.4972 0.3 -0.1 0.1
H -3.9111 3.5199 0.8948 -0.9 0.2 0.5
O -0.5111 -1.7991 0.3226 -0.3 0.3 0.5
C -1.2323 -2.2687 1.2196 0.1 -0.8 -0.7
C -1.9953 -1.4926 2.1993 -0.1 -0.8 1.0
C -1.1654 -1.5140 3.5483 0.4 0.1 -0.9
C 0.3101 -2.0301 3.4279 -2.0 -2.2 1.9
C 0.5148 -3.6266 3.1868 -1.6 2.4 -0.5
C 0.1840 -4.0619 1.7697 0.3 -0.6 -0.6
N -1.2015 -3.6171 1.4174 1.0 0.0 0.1
H -3.0070 -1.8734 2.2753 -0.1 -0.5 0.4
H -2.1445 -0.5223 1.8606 0.1 2.0 -0.6
H -1.6795 -2.0201 4.3469 -0.4 -0.4 0.1
H -1.0955 -0.4693 3.8403 0.0 0.0 0.2
H 0.7167 -1.8682 4.4378 0.2 0.2 -0.4
H 0.7649 -1.3754 2.7455 1.2 0.4 -1.1
H -0.0017 -4.2159 3.9426 -0.5 0.2 0.0
H 1.5168 -3.7572 3.4104 2.2 -0.6 0.1
H 0.2549 -5.1432 1.6073 -0.1 0.1 0.3
H 0.9036 -3.6321 1.0544 -0.5 0.1 0.2
H -1.8604 -3.9572 2.1018 -0.1 0.2 0.2
C -2.2579 3.2963 -3.2084 0.7 -0.6 -1.6
Ge -0.9766 1.7750 -3.0605 0.6 0.4 -0.3
C -0.7813 0.6934 -4.7012 1.1 -0.8 -0.1
C 0.7801 2.4995 -2.3519 -0.9 0.0 -1.1
C -1.6832 0.5609 -1.6958 0.5 0.9 0.5
H -2.1786 3.9149 -4.1344 -0.1 -0.8 0.5
H -1.9003 3.9303 -2.4464 -0.1 0.9 1.2
H -3.2773 2.9462 -3.0609 0.0 0.2 0.1
H 0.0692 0.9448 -5.3592 -0.2 0.2 0.5
H -1.6335 0.7445 -5.3538 -0.7 0.1 -0.1
H -0.6258 -0.3822 -4.4476 -0.2 0.7 0.0
H 1.6169 1.8120 -2.4116 0.0 -0.1 -0.1
H 0.6401 2.8111 -1.3337 -0.1 0.2 0.6
H 0.9979 3.3857 -2.9548 0.2 -0.1 0.1
H -1.9767 -0.3332 -2.1934 -0.4 -0.9 0.0
H -2.4690 1.0437 -1.1219 0.0 -0.3 0.0
C 2.3570 -3.5002 -5.1452 0.2 1.0 -1.4
C 1.8561 -2.6312 -4.0546 -0.7 -0.1 0.6
C 0.5960 -2.9381 -3.4741 1.1 0.4 -0.5
C 0.1197 -2.0923 -2.5313 -1.9 -0.1 1.4
N 0.7817 -1.0440 -2.0706 1.0 1.1 1.4
C 2.0540 -0.8589 -2.4491 -0.1 0.5 -0.5
C 2.6111 -1.5951 -3.4984 -2.8 -0.5 1.4
H 3.1970 -3.0384 -5.7219 -0.4 -0.5 0.8
H 1.5564 -3.6425 -5.8985 0.4 -0.3 0.5
H 2.6441 -4.4212 -4.6730 0.3 -0.7 -0.3
H -0.0190 -3.7906 -3.6989 0.2 -0.3 -0.6
H -0.8562 -2.2654 -2.0069 0.9 0.1 -0.9
H 2.6083 -0.0482 -1.9303 -0.4 -0.7 -0.5
H 3.5672 -1.3885 -3.7970 2.3 0.4 -0.9
```
Positions in Å, forces in eV/Å.

Results
Relative energy (zero: lowest compared OMol25 entry of this formula, charge and spin) = 58.1 kJ/mol
Total charge = +1
HOMO energy (spin up / spin down) = -10.4 / -10.6 eV
2S+1 = 5



5.
Entry from the OMol25 dataset: 2 unconnected molecules or ions with the total composition C3H13NSi2 in a non-equilibrium geometry (the ωB97M-V functional and the def2-TZVPD basis).

Structure (XYZ):
```
19
Properties=species:S:1:pos:R:3:forces:R:3
C 2.0341 -1.1428 -0.7413 -0.9 -2.4 0.0
C 2.2771 0.4582 0.9600 -3.5 -0.2 2.1
C -3.3680 -0.0570 0.2408 -1.0 -1.1 2.2
N 1.3486 -0.3693 0.2417 -0.7 0.1 -1.4
Si -1.3976 -0.3533 0.1838 -2.0 0.3 0.0
Si -0.7712 1.4001 -1.2471 -0.4 -0.3 1.0
H 2.9354 -1.4971 -0.2367 0.1 -0.8 0.0
H 1.4121 -2.0110 -1.1936 0.8 1.3 1.2
H 2.4553 -0.6968 -1.6000 0.2 1.5 -1.1
H 1.6269 1.0709 1.6281 0.5 -0.4 0.0
H 2.7064 -0.3212 1.5999 1.3 0.7 0.0
H 2.7735 1.2037 0.4115 1.7 0.3 -1.0
H -3.9683 0.1626 -0.6171 0.1 0.1 -1.0
H -4.0002 -0.9098 0.7405 1.5 1.0 -0.8
H -3.6262 0.7813 0.9516 0.7 -0.5 -0.6
H -1.1307 -1.8076 -0.1438 0.1 0.7 0.2
H -1.2394 0.1413 1.5814 0.7 -0.3 -0.2
H -0.1762 2.4200 -0.4032 0.0 0.6 0.6
H 0.1080 1.5280 -2.3565 0.7 -0.5 -1.2
```
Positions in Å, forces in eV/Å.

Results
Relative energy (zero: lowest compared OMol25 entry of this formula, charge and spin) = 609.3 kJ/mol
HOMO energy (spin up / spin down) = -9.4 / -7.4 eV
2S+1 = 1



6.
Entry from the OMol25 dataset: 2 unconnected molecules or ions with the total composition C5H15NO in a non-equilibrium geometry (the ωB97M-V functional and the def2-TZVPD basis).

Structure (XYZ):
```
22
Properties=species:S:1:pos:R:3:forces:R:3
C -0.9582 -0.6129 -1.7843 0.3 -0.2 -0.4
C 0.4006 -1.1903 -1.3708 0.7 -0.3 -0.5
C 1.2863 -0.2384 -0.5509 0.3 -0.4 1.2
N 1.0812 -0.3563 0.8911 -0.5 0.3 -0.2
C -0.1411 0.0599 1.5189 0.1 -0.5 1.1
C -1.2507 -0.9792 1.7326 -0.3 -0.1 -0.9
H -0.9744 -0.4526 -2.8629 0.0 0.2 0.0
H -1.8075 -1.2652 -1.5870 0.0 0.1 0.3
H -1.0938 0.3567 -1.3114 -0.4 0.0 0.0
H 0.9587 -1.4936 -2.2622 0.0 0.4 -0.2
H 0.3494 -2.1532 -0.8558 -0.3 0.3 0.4
H 2.3428 -0.4862 -0.6628 0.0 -0.1 -0.4
H 1.2054 0.8201 -0.8428 -0.3 -0.3 -0.2
H 1.7950 -0.7510 1.4681 0.1 -0.1 -0.1
H -0.5447 0.9002 0.9718 -0.2 0.2 0.0
H 0.0631 0.3970 2.5451 0.3 0.4 -0.3
H -2.1787 -0.4970 2.0471 0.1 0.1 0.2
H -0.9888 -1.7294 2.4763 0.1 0.0 0.0
H -1.4951 -1.4787 0.7910 0.1 -0.1 0.1
O -0.0858 2.8622 -0.4135 -0.3 -0.2 -0.4
H -0.6620 2.0889 -0.3004 0.3 0.6 -0.1
H 0.0762 3.1969 0.4684 0.0 0.0 0.3
```
Positions in Å, forces in eV/Å.

Results
Relative energy (zero: lowest compared OMol25 entry of this formula, charge and spin) = 121.2 kJ/mol
HOMO energy = -8.2 eV
SMILES = CCCNCC.O
2S+1 = 1



7.
Entry from the OMol25 dataset: 4 unconnected molecules or ions with the total composition CH9NO5 in a non-equilibrium geometry (the ωB97M-V functional and the def2-TZVPD basis).

Structure (XYZ):
```
16
Properties=species:S:1:pos:R:3:forces:R:3
N 0.0935 -0.2198 -2.6918 2.4 -0.4 -1.4
C -1.1249 -0.4065 -2.1719 -0.4 0.0 1.4
O -2.1342 -0.3706 -2.7917 -1.8 -0.3 -1.4
O -1.2246 -0.6477 -0.7962 6.9 -0.4 -2.0
H 0.9073 0.1758 -2.2154 -0.7 -0.5 0.6
H 0.3155 -0.4905 -3.6825 -1.2 0.6 1.6
H -2.0491 -0.5019 -0.5179 -5.3 0.9 1.2
O -0.0541 1.7388 2.4923 1.9 -1.6 0.1
H -0.0009 1.1063 3.2553 -0.8 1.4 -1.1
H -0.7933 2.3169 2.4125 -1.0 0.2 0.8
O 0.9933 -1.4634 2.3745 1.5 -0.4 2.0
H 0.5116 -1.9373 3.0692 0.0 0.2 -0.6
H 0.4242 -1.2839 1.6657 -1.6 0.2 -1.4
O 1.5295 0.8338 -0.5022 -0.4 -0.2 0.8
H 1.9163 0.2139 0.1245 0.8 -0.2 -0.2
H 0.6899 0.9360 -0.0244 -0.1 0.5 -0.4
```
Positions in Å, forces in eV/Å.

Results
Relative energy (zero: lowest compared OMol25 entry of this formula, charge and spin) = 115.0 kJ/mol
HOMO energy = -10.1 eV
SMILES = NC(=O)O.O.O.O
2S+1 = 1



8.
Entry from the OMol25 dataset: 2 unconnected molecules or ions with the total composition C4H13NOS2 in a non-equilibrium geometry (the ωB97M-V functional and the def2-TZVPD basis).

Structure (XYZ):
```
21
Properties=species:S:1:pos:R:3:forces:R:3
C -0.2930 -2.6851 0.4620 -0.1 0.3 0.1
S 1.3270 -2.2524 1.1490 -0.1 -0.1 -0.1
S 0.9394 -0.3362 1.7005 0.4 0.4 0.6
C 1.9157 0.7374 0.5828 -0.4 -0.6 -0.4
C 0.9937 1.6016 -0.2442 0.3 1.0 -1.4
C 0.1963 0.8238 -1.3309 -0.4 0.8 0.5
N 0.1692 2.5724 0.5052 -0.3 -0.6 0.2
H -0.2107 -3.6564 -0.0154 0.0 0.0 -0.3
H -1.0400 -2.7330 1.2414 0.0 -0.3 0.5
H -0.6472 -1.8817 -0.1762 0.3 -0.2 -0.5
H 2.6885 1.2811 1.1149 -0.2 0.3 0.4
H 2.4582 0.0927 -0.1042 0.0 -0.2 0.0
H 1.6523 2.2515 -0.8394 0.3 -0.2 0.2
H 0.5227 -0.1973 -1.4652 0.2 -0.3 -0.1
H 0.3012 1.3767 -2.2678 0.0 -0.3 -0.1
H -0.8708 0.8273 -1.0869 0.1 -0.3 0.0
H -0.0490 2.2028 1.4236 0.0 0.0 0.1
H -0.7400 2.6229 0.0478 0.2 0.2 0.1
O -2.8551 -0.6683 -0.4767 -0.7 -0.1 0.7
H -3.0278 -1.6177 -0.4706 0.1 0.0 -0.2
H -3.4305 -0.3620 0.2503 0.4 0.0 -0.5
```
Positions in Å, forces in eV/Å.

Results
Relative energy (zero: lowest compared OMol25 entry of this formula, charge and spin) = 67.2 kJ/mol
HOMO energy = -8.5 eV
SMILES = CSSC[C@@H](C)N.O
2S+1 = 1